(1)
Molecular formula: C3H5FN2
Method: DFT, wB97M-V/def2-TZVPD

As for the charge: 0. The calculation puts the total energy at -326.61061 Eh. The HOMO energy comes out at -8.415 eV. As for the SMILES: N/N=C\C=C/F. Its LUMO energy is 0.03729 hartree. For the maximum force, the calculation gives 0.042 hartree/bohr.

Last column: natural (NBO) charge in e.
Positions of all 11 atoms, in Å:
1 C 0.715 -0.457 1.032  -0.0619
2 C -0.574 -1.031 0.522  -0.3715
3 C -0.982 -0.990 -0.710  0.2448
4 H 0.640 2.608 0.425  0.3819
5 H -0.470 1.381 -0.241  0.3637
6 H 1.342 -1.138 1.647  0.1973
7 H -1.075 -1.744 1.157  0.2305
8 H -1.750 -1.633 -1.147  0.1722
9 N 0.435 1.636 0.201  -0.6351
10 N 1.144 0.742 0.882  -0.1916
11 F -0.522 -0.139 -1.609  -0.3302

(2)
Molecular formula: C17H17BCl2F2N5O6S2Ti
Method: DFT, wB97M-V/def2-TZVPD

As for the charge: +1. The calculation puts the total energy at -4173.89005 Eh. The HOMO energy comes out at -11.702 eV. Its LUMO energy is -0.16980 hartree. For the maximum force, the calculation gives 0.058 hartree/bohr.

Last column: natural (NBO) charge in e.
Positions of all 53 atoms, in Å:
1 Ti 0.872 0.961 1.309  1.7260
2 Cl -2.273 4.466 -0.309  0.0752
3 C -0.564 4.531 -0.241  -0.0750
4 C 0.037 5.777 -0.606  -0.2088
5 C 1.395 5.856 -0.528  -0.0038
6 Cl 2.096 7.422 -0.623  0.0560
7 C 2.212 4.764 -0.082  -0.1135
8 C 3.603 4.812 0.133  -0.0683
9 C 4.252 3.747 0.717  -0.2615
10 C 3.512 2.593 1.073  0.1476
11 N 2.235 2.462 0.809  -0.5420
12 C 1.551 3.551 0.273  0.1396
13 C 0.137 3.480 0.267  0.3038
14 O -0.300 2.325 0.759  -0.7431
15 H -0.503 6.626 -1.036  0.2694
16 H 4.275 5.653 -0.103  0.2600
17 H 5.327 3.767 0.946  0.2554
18 H 3.950 1.759 1.582  0.2246
19 C -1.241 -1.957 -3.416  -0.6172
20 C -1.180 -2.429 -2.028  -0.6652
21 S -2.206 -3.799 -1.622  2.2082
22 O -3.549 -3.311 -1.480  -0.9528
23 O -1.896 -4.822 -2.562  -0.9364
24 C -1.733 -4.501 -0.086  -0.7014
25 C -2.375 -3.802 1.111  -0.2329
26 N -1.989 -2.366 1.182  -0.3184
27 C -0.725 -1.883 1.370  0.4714
28 N -0.674 -0.596 1.138  -0.5828
29 C -1.960 -0.203 0.803  -0.0296
30 C -2.751 -1.263 0.851  0.1849
31 N -4.197 -1.233 0.795  0.5386
32 O -4.774 -2.150 1.319  -0.3495
33 O -4.702 -0.260 0.312  -0.3253
34 C 0.444 -2.678 1.816  -0.6849
35 H -0.461 -1.184 -3.526  0.2301
36 H -2.207 -1.420 -3.584  0.2329
37 H -1.070 -2.789 -4.074  0.2451
38 H -1.322 -1.602 -1.290  0.2221
39 H -0.193 -2.865 -1.848  0.2219
40 H -0.707 -4.478 0.118  0.2313
41 H -2.086 -5.532 -0.189  0.2921
42 H -2.225 -4.310 2.028  0.2353
43 H -3.420 -3.849 0.960  0.2799
44 H -2.234 0.777 0.684  0.2626
45 H 0.160 -3.750 1.789  0.2394
46 H 0.681 -2.418 2.885  0.2740
47 H 1.247 -2.471 1.097  0.2588
48 F 1.514 0.565 2.899  -0.5385
49 B 1.892 -0.162 -0.313  0.7225
50 F 1.479 0.008 -1.562  -0.4755
51 O 5.137 0.223 0.008  -0.8535
52 S 4.503 -1.047 0.096  1.5891
53 N 3.008 -0.994 -0.023  -1.1180

(3)
Molecular formula: C16H23ClNO2
Method: DFT, wB97M-V/def2-TZVPD

As for the charge: +1. The calculation puts the total energy at -1288.66956 Eh. The HOMO energy comes out at -11.974 eV. As for the SMILES: C/C(Cl)=C\C[N+](C)(C)CC(=O)OCCc1ccccc1. Its LUMO energy is -0.08845 hartree. For the maximum force, the calculation gives 0.022 hartree/bohr.

Last column: natural (NBO) charge in e.
Positions of all 43 atoms, in Å:
1 C 3.030 -3.688 -1.763  -0.6777
2 C 2.032 -3.939 -0.689  0.0713
3 C 0.965 -3.209 -0.354  -0.3217
4 C 0.522 -1.944 -1.018  -0.2387
5 H 0.969 -1.846 -2.007  0.2305
6 H -0.564 -1.960 -1.127  0.2389
7 N 0.874 -0.703 -0.234  -0.1959
8 C 0.281 -0.781 1.115  -0.4385
9 H 0.687 -1.640 1.643  0.2399
10 H -0.801 -0.875 1.044  0.2339
11 H 0.525 0.120 1.672  0.2649
12 C 2.340 -0.592 -0.116  -0.4375
13 H 2.790 -0.487 -1.101  0.2247
14 H 2.732 -1.488 0.360  0.2425
15 H 2.594 0.278 0.486  0.2689
16 C 0.325 0.463 -0.961  -0.3343
17 H 0.754 0.508 -1.965  0.2553
18 H -0.758 0.356 -1.062  0.2655
19 C 0.566 1.838 -0.297  0.8161
20 O 1.211 2.009 0.700  -0.6029
21 O -0.046 2.746 -1.015  -0.4860
22 C -0.117 4.094 -0.508  -0.0692
23 H 0.895 4.478 -0.361  0.2117
24 C -0.920 4.161 0.799  -0.4615
25 C -2.065 3.184 0.765  -0.0310
26 C -2.048 2.058 1.576  -0.2482
27 C -3.067 1.121 1.506  -0.2097
28 C -4.112 1.300 0.616  -0.2185
29 C -4.140 2.425 -0.192  -0.2075
30 C -3.123 3.360 -0.120  -0.1633
31 H -3.156 4.239 -0.746  0.2082
32 H -4.961 2.577 -0.876  0.2248
33 H -4.909 0.574 0.563  0.2240
34 H -3.052 0.259 2.158  0.2133
35 H -1.244 1.925 2.287  0.2136
36 H -1.286 5.182 0.916  0.2419
37 H -0.268 3.932 1.643  0.2321
38 H -0.610 4.640 -1.312  0.2113
39 H 0.329 -3.574 0.437  0.2362
40 Cl 2.343 -5.384 0.211  0.0506
41 H 2.777 -2.835 -2.384  0.2127
42 H 3.103 -4.570 -2.397  0.2596
43 H 4.015 -3.531 -1.325  0.2494

(4)
Molecular formula: C22H22Cl6N5O4V
Method: DFT, wB97M-V/def2-TZVPD

As for the charge: +1. The calculation puts the total energy at -5131.05212 Eh. The HOMO energy (alpha / beta) comes out at -10.947 / -10.947 eV. Its LUMO energy (alpha / beta) is -0.19815 / -0.18702 hartree. For the maximum force, the calculation gives 0.093 hartree/bohr. The multiplicity is 2.

Last column: Mulliken spin population.
Positions of all 60 atoms, in Å:
1 O 11.737 -12.564 12.386  -0.2661
2 V 10.435 -12.325 13.205  1.3177
3 N 10.435 -15.351 13.297  -0.0145
4 O 10.225 -15.172 12.081  0.0077
5 O 10.525 -14.297 14.052  -0.0225
6 O 10.458 -16.442 13.833  0.0002
7 N 13.974 -15.033 13.372  -0.0004
8 C 13.801 -15.242 12.074  -0.0003
9 C 14.877 -15.272 11.185  -0.0004
10 C 16.163 -15.142 11.669  0.0002
11 C 16.350 -14.929 13.031  -0.0004
12 C 15.221 -14.846 13.829  0.0000
13 H 12.800 -15.373 11.685  0.0006
14 H 14.757 -15.437 10.122  -0.0001
15 H 17.005 -15.226 10.995  0.0000
16 H 17.319 -14.787 13.489  0.0000
17 H 15.256 -14.751 14.909  0.0001
18 N 8.858 -11.781 14.673  0.0040
19 C 8.078 -10.699 14.539  0.0017
20 C 7.371 -10.108 15.585  0.0000
21 C 7.477 -10.638 16.850  0.0003
22 C 8.282 -11.760 17.000  -0.0009
23 C 8.918 -12.319 15.915  0.0021
24 H 8.094 -10.214 13.567  -0.0040
25 H 6.699 -9.290 15.366  0.0001
26 H 6.981 -10.118 17.659  0.0001
27 H 8.425 -12.226 17.966  -0.0001
28 H 9.549 -13.178 16.106  -0.0024
29 N 6.921 -19.902 14.242  0.0000
30 C 7.704 -19.268 13.357  0.0001
31 C 9.010 -18.872 13.573  -0.0006
32 C 9.542 -19.162 14.829  0.0001
33 C 8.750 -19.794 15.761  0.0000
34 C 7.436 -20.133 15.442  -0.0001
35 H 7.274 -19.126 12.371  0.0001
36 H 9.598 -18.311 12.863  0.0002
37 H 10.531 -18.855 15.152  0.0002
38 H 9.089 -20.062 16.754  -0.0001
39 H 6.872 -20.646 16.212  0.0000
40 N 11.759 -11.643 14.859  -0.0274
41 C 12.484 -12.537 15.543  0.0192
42 C 13.190 -12.229 16.701  -0.0010
43 C 13.134 -10.937 17.201  0.0014
44 C 12.372 -10.007 16.520  -0.0013
45 C 11.713 -10.385 15.378  -0.0006
46 H 12.741 -13.489 15.083  -0.0092
47 H 13.740 -13.025 17.182  0.0002
48 H 13.675 -10.739 18.117  -0.0001
49 H 12.347 -8.977 16.848  0.0000
50 H 11.221 -9.673 14.728  -0.0034
51 C 9.011 -16.332 9.934  -0.0001
52 Cl 9.947 -17.864 10.079  0.0000
53 Cl 7.588 -16.308 10.987  0.0001
54 Cl 8.544 -16.105 8.273  0.0000
55 H 9.686 -15.542 10.231  0.0000
56 C 9.805 -16.314 17.440  -0.0002
57 Cl 9.899 -17.703 18.509  0.0000
58 Cl 11.328 -15.433 17.263  0.0001
59 Cl 8.479 -15.248 17.939  0.0000
60 H 9.465 -16.643 16.463  0.0001

(5)
Molecular formula: C4H9NO
Method: DFT, wB97M-V/def2-TZVPD

As for the charge: 0. The calculation puts the total energy at -287.60800 Eh. The HOMO energy (alpha / beta) comes out at -8.057 / -8.045 eV. Its LUMO energy (alpha / beta) is 0.00573 / 0.00068 hartree. For the maximum force, the calculation gives 0.008 hartree/bohr.

Last column: natural (NBO) charge in e.
Positions of all 15 atoms, in Å:
1 C 0.802 0.889 0.914  -0.4298
2 C -0.115 0.319 0.049  -0.0098
3 C -0.018 0.379 -1.461  -0.0609
4 O -1.116 -0.206 -2.104  -0.7013
5 C -0.770 -0.854 0.763  -0.0312
6 N -1.525 0.260 0.624  -0.5495
7 H 2.033 -1.694 0.413  -0.0133
8 H 1.775 1.228 0.565  0.2076
9 H 0.607 0.932 1.980  0.2001
10 H 0.110 1.434 -1.752  0.1651
11 H 0.880 -0.166 -1.772  0.1929
12 H -1.892 -0.003 -1.561  0.4782
13 H -0.512 -1.246 1.753  0.1830
14 H 1.478 -2.110 0.137  0.0064
15 H -1.737 0.837 1.451  0.3626

(6)
Molecular formula: H2N2O3S
Method: DFT, wB97M-V/def2-TZVPD

As for the charge: 0. The calculation puts the total energy at -734.45207 Eh. The HOMO energy (alpha / beta) comes out at -10.013 / -8.462 eV. Its LUMO energy (alpha / beta) is -0.04901 / -0.08067 hartree. For the maximum force, the calculation gives 0.070 hartree/bohr.

Last column: natural (NBO) charge in e.
Positions of all 8 atoms, in Å:
1 N -1.308 0.049 0.306  -1.0202
2 N 1.457 -0.593 -0.140  0.3844
3 O 2.673 -0.493 -0.261  -0.3317
4 O 0.814 -1.615 0.132  -0.3901
5 O -0.560 2.237 -0.613  -0.8375
6 S -0.298 1.379 0.488  1.3579
7 H -1.196 -0.815 0.771  0.4244
8 H -1.582 -0.149 -0.683  0.4127

(7)
Molecular formula: C5H9N
Method: DFT, wB97M-V/def2-TZVPD

As for the charge: 0. The calculation puts the total energy at -250.47913 Eh. The HOMO energy comes out at -7.906 eV. Its LUMO energy is 0.03839 hartree. For the maximum force, the calculation gives 0.147 hartree/bohr.

Last column: natural (NBO) charge in e.
Positions of all 15 atoms, in Å:
1 C 0.063 -0.767 -0.863  -0.3790
2 C -1.300 -1.329 -0.542  -0.6137
3 C 0.831 -0.148 0.106  0.0892
4 C -0.278 1.561 0.032  0.0345
5 C 1.658 -0.112 1.109  -0.4422
6 N 0.070 2.342 0.958  -0.6750
7 H -0.334 3.285 0.919  0.3361
8 H -1.015 1.845 -0.745  0.1469
9 H 0.202 -0.396 -1.875  0.2384
10 H 1.018 -1.798 -0.692  0.1272
11 H 1.677 0.827 1.662  0.2594
12 H 2.335 -0.921 1.340  0.2173
13 H -2.056 -0.573 -0.754  0.2116
14 H -1.495 -2.205 -1.161  0.2256
15 H -1.376 -1.611 0.506  0.2238

Q: Which of these has the highest maximum force?
A: C5H9N